(1)
Formula: C36H36F5N5SSn
Source: the Open Molecules 2025 dataset
Level of theory: the ωB97M-V functional and the def2-TZVPD basis

XYZ file:
```
84
Properties=species:S:1:pos:R:3:lowdin_charge:R:1
Sn 0.707 0.194 -0.737 1.179
C 3.952 1.408 -0.817 -0.078
C 3.249 2.312 0.210 -0.401
C 3.845 3.721 0.158 -0.058
C 3.336 1.673 1.585 -0.134
C 4.516 1.760 2.308 -0.023
C 4.648 1.139 3.540 -0.044
C 3.607 0.377 4.037 -0.026
C 2.402 0.256 3.355 -0.115
C 1.364 -0.715 3.914 -0.374
C 1.940 -2.138 3.941 -0.043
C 0.892 -0.293 5.310 -0.053
C 2.264 0.958 2.140 -0.138
N 1.032 0.893 1.424 -0.021
C -0.065 1.084 2.032 -0.116
C -1.349 0.716 1.448 -0.171
N -1.437 -0.159 0.521 0.081
C -2.729 -0.632 0.188 -0.119
C -2.946 -1.166 -1.110 -0.117
C -4.244 -1.348 -1.558 -0.028
C -5.324 -1.078 -0.740 -0.043
C -5.092 -0.767 0.586 -0.038
C -3.815 -0.595 1.105 -0.106
C -3.794 -0.578 2.648 -0.351
C -2.568 -1.183 3.349 -0.047
C -4.209 0.770 3.263 -0.047
C -1.831 -1.588 -2.050 -0.411
C -2.005 -3.041 -2.508 -0.050
C -1.740 -0.651 -3.263 -0.070
H 3.818 1.801 -1.827 0.088
H 3.572 0.384 -0.787 0.037
H 5.022 1.359 -0.603 0.090
H 2.196 2.407 -0.068 0.054
H 4.934 3.694 0.243 0.075
H 3.453 4.347 0.961 0.084
H 3.594 4.191 -0.795 0.088
H 5.349 2.320 1.902 0.115
H 5.570 1.231 4.099 0.111
H 3.738 -0.146 4.977 0.116
H 0.494 -0.746 3.264 0.092
H 2.783 -2.207 4.631 0.084
H 2.287 -2.434 2.950 0.059
H 1.176 -2.848 4.263 0.092
H 1.714 -0.342 6.026 0.079
H 0.102 -0.962 5.659 0.082
H 0.505 0.730 5.312 0.079
H -0.076 1.493 3.040 0.139
H -2.228 1.178 1.872 0.093
H -4.413 -1.714 -2.564 0.116
H -6.336 -1.182 -1.111 0.112
H -5.936 -0.699 1.265 0.122
H -4.608 -1.260 2.894 0.127
H -1.763 -0.468 3.527 0.051
H -2.163 -2.024 2.781 0.092
H -2.874 -1.553 4.329 0.090
H -3.412 1.517 3.248 0.042
H -4.493 0.626 4.308 0.090
H -5.060 1.191 2.726 0.087
H -0.897 -1.587 -1.492 0.024
H -2.875 -3.152 -3.157 0.077
H -2.115 -3.716 -1.657 0.071
H -1.123 -3.357 -3.069 0.087
H -2.643 -0.740 -3.870 0.084
H -0.883 -0.911 -3.888 0.084
H -1.662 0.395 -2.963 0.042
F -1.843 6.317 1.631 0.148
C -1.528 5.220 2.285 -0.153
C -2.441 4.113 2.218 -0.084
F -2.369 3.220 3.258 0.026
C -2.206 3.514 0.890 -0.265
F -3.215 2.807 0.366 0.072
C -0.985 3.519 0.240 -0.592
S -0.687 2.644 -1.203 0.565
C 0.032 4.516 0.749 -0.200
F 0.087 5.621 -0.007 0.082
C -0.235 4.732 2.151 -0.136
F 0.145 3.767 2.984 0.104
N 1.204 -1.787 0.308 0.027
C 1.150 -2.896 0.656 -0.188
C 1.003 -4.205 1.048 -0.278
C -0.288 -4.778 0.861 -0.236
N -1.352 -5.192 0.685 0.131
C 2.075 -4.943 1.616 -0.248
N 2.951 -5.534 2.082 0.134
```

The HOMO-LUMO gap (spin up / spin down) is 6.1 / 6.2 eV. As for the LUMO energy (spin up / spin down): -1.973 / -2.012 eV. The total charge is 0. For the energy above the lowest of the compared OMol25 structures with the same formula, charge and spin, the calculation gives 558.79 kJ/mol. The molar mass comes out at 784.5 g/mol. For the total energy, the calculation gives -75612.781 eV.


(2)
Formula: C16H48O8
Source: the Open Molecules 2025 dataset
Level of theory: the ωB97M-V functional and the def2-TZVPD basis

XYZ file:
```
72
Properties=species:S:1:pos:R:3:mulliken_spin:R:1
C -4.372 -4.475 0.473 0.000
C -3.742 -3.284 -0.277 0.000
O -2.531 -2.963 0.319 0.000
H -4.539 -4.128 1.493 0.000
H -3.727 -5.352 0.521 0.000
H -5.370 -4.714 0.106 0.000
H -4.379 -2.406 -0.380 0.000
H -3.508 -3.658 -1.273 0.000
H -2.630 -2.078 0.678 0.000
C 0.736 1.041 -4.835 0.003
C 1.290 -0.351 -4.725 0.000
O 2.571 -0.358 -5.418 0.001
H 1.361 1.805 -4.373 -0.001
H -0.183 1.097 -4.251 -0.002
H 0.461 1.390 -5.830 0.000
H 0.673 -1.129 -5.175 0.000
H 1.386 -0.656 -3.682 0.000
H 3.043 -1.003 -4.887 0.000
C -2.599 -1.668 3.686 0.000
C -1.859 -0.923 2.571 0.000
O -2.821 -0.552 1.589 0.000
H -3.340 -1.062 4.207 0.000
H -1.919 -1.938 4.494 0.000
H -3.010 -2.618 3.345 0.000
H -1.036 -1.513 2.167 0.000
H -1.428 -0.004 2.968 0.000
H -3.377 0.097 2.027 0.000
C 0.806 0.916 0.535 0.015
C -0.185 0.381 -0.507 0.000
O -1.374 0.977 -0.266 0.075
H 0.946 1.997 0.519 -0.001
H 1.748 0.415 0.313 0.000
H 0.604 0.578 1.551 0.001
H -0.239 -0.704 -0.428 0.006
H 0.010 0.448 -1.577 0.002
H -1.767 0.593 0.522 -0.003
C 0.230 5.540 -1.937 0.002
C 0.044 4.030 -1.704 0.074
O -1.311 3.658 -1.401 0.696
H 1.285 5.809 -1.979 0.002
H -0.311 6.153 -1.217 0.005
H -0.080 5.877 -2.926 0.011
H 0.574 3.725 -0.801 0.056
H 0.404 3.501 -2.587 0.056
H -1.304 2.745 -1.105 -0.004
C -1.747 -2.031 -3.489 0.000
C -2.705 -0.873 -3.455 0.003
O -3.387 -0.836 -4.694 0.003
H -0.997 -1.976 -2.700 0.000
H -1.152 -2.056 -4.402 0.000
H -2.279 -2.974 -3.366 0.000
H -2.159 0.070 -3.430 -0.001
H -3.367 -0.812 -2.591 0.001
H -4.148 -0.254 -4.631 0.000
C 3.610 2.726 2.617 0.000
C 5.079 2.943 2.746 0.000
O 5.563 2.448 3.995 0.000
H 3.360 1.689 2.842 0.000
H 3.236 2.982 1.626 0.000
H 2.971 3.276 3.307 0.000
H 5.396 3.977 2.612 0.000
H 5.562 2.341 1.976 0.000
H 6.515 2.330 3.964 0.000
C 2.391 -1.764 3.294 0.000
C 2.750 -2.440 4.618 0.000
O 4.160 -2.414 4.778 0.000
H 3.074 -2.053 2.495 0.000
H 2.527 -0.686 3.373 0.000
H 1.356 -1.950 3.007 0.000
H 2.506 -3.501 4.563 0.000
H 2.253 -1.890 5.416 0.000
H 4.403 -1.510 4.987 0.000
```

Its spin multiplicity is 2. Its expectation value of S² is 0.755. The HOMO-LUMO gap (spin up / spin down) is 9.3 / 2.4 eV. As for the LUMO energy (spin up / spin down): -2.760 / -9.650 eV. The total charge is +1. For the energy above the lowest of the compared OMol25 structures with the same formula, charge and spin, the calculation gives 81.43 kJ/mol. The molar mass comes out at 368.6 g/mol. For the total energy, the calculation gives -33737.616 eV.


(3)
Formula: C16H25NO3
Source: the Open Molecules 2025 dataset
Level of theory: the ωB97M-V functional and the def2-TZVPD basis

XYZ file:
```
45
Properties=species:S:1:pos:R:3:lowdin_charge:R:1
C -5.694 -1.101 1.103 0.012
H -6.331 -1.773 0.571 0.063
H -6.054 -0.048 1.185 0.102
H -5.360 -1.553 1.937 0.031
C -4.510 -1.111 -0.061 -0.613
N -3.593 -0.281 0.904 -0.002
H -4.025 0.571 1.303 0.097
C -2.274 0.078 0.094 -0.060
H -2.394 0.225 -0.966 0.086
H -1.544 -0.832 0.400 0.148
C -1.691 1.522 0.828 -0.541
C -0.327 1.651 0.143 0.037
O 0.612 0.295 0.527 -0.045
C 1.923 0.553 0.292 -0.196
C 2.625 -0.666 0.547 0.006
C 3.891 -0.781 0.452 -0.260
C 4.614 0.082 -0.380 -0.248
C 3.823 1.291 -0.762 -0.043
C 2.622 1.562 -0.565 -0.066
H 1.936 2.367 -0.715 0.093
H 4.280 2.117 -1.522 0.165
C 5.905 0.004 -0.508 -0.281
H 6.645 0.606 0.072 0.162
H 6.284 0.170 -1.509 0.132
C 6.090 -1.419 -0.565 -0.122
H 6.003 -2.151 -1.238 0.049
H 7.070 -2.061 0.085 0.186
C 4.979 -1.671 0.634 -0.167
H 5.202 -1.744 1.810 0.148
H 4.549 -2.870 0.645 0.162
H 2.150 -1.295 1.212 0.109
H 0.134 2.480 0.512 0.087
H -0.242 1.661 -0.832 0.070
O -2.471 2.318 0.554 0.108
H -2.662 2.430 -0.368 0.151
H -1.527 1.427 1.935 0.179
C -3.952 -2.307 -0.441 -0.008
H -4.737 -2.885 -0.514 0.053
H -3.117 -2.190 -0.887 0.028
H -3.805 -2.700 0.738 0.197
C -4.943 -0.265 -1.023 -0.519
O -4.253 -0.089 -2.022 -0.047
H -4.081 -1.107 -2.538 0.250
H -5.255 0.720 -0.906 0.120
H -6.080 -0.568 -1.581 0.186
```

The HOMO-LUMO gap is 7.7 eV. As for the LUMO energy: 0.361 eV. The total charge is 0. For the energy above the lowest of the compared OMol25 structures with the same formula, charge and spin, the calculation gives 1925.23 kJ/mol. The molar mass comes out at 279.4 g/mol. For the total energy, the calculation gives -24611.862 eV.


(4)
Formula: C7H9BrSi
Source: the Open Molecules 2025 dataset
Level of theory: the ωB97M-V functional and the def2-TZVPD basis

XYZ file:
```
18
Properties=species:S:1:pos:R:3:lowdin_charge:R:1
C 2.759 -2.515 -0.039 -0.264
Si 2.123 -0.886 0.166 0.405
Br 3.444 0.719 1.102 0.319
C 0.307 -0.369 0.375 -0.329
C -0.806 -1.101 -0.016 -0.127
C -2.043 -0.598 0.143 -0.132
C -2.301 0.682 0.563 -0.073
C -1.183 1.485 0.982 -0.061
C 0.115 0.996 0.751 -0.136
H 2.277 -3.033 -0.917 -0.020
H 3.839 -2.474 -0.155 -0.051
H -0.621 -2.142 -0.272 0.113
H -2.905 -1.158 -0.267 0.118
H -3.327 1.203 0.587 0.132
H -1.485 2.454 1.353 0.095
H 0.894 1.695 0.927 0.030
H 2.903 2.672 -1.418 0.031
H 3.327 2.513 -0.852 -0.049
```

The HOMO-LUMO gap is 8.1 eV. As for the SMILES: C=[Si](Br)c1ccccc1.[H][H]. As for the LUMO energy: -0.393 eV. The total charge is 0. For the energy above the lowest of the compared OMol25 structures with the same formula, charge and spin, the calculation gives 249.32 kJ/mol. The molar mass comes out at 201.1 g/mol. For the total energy, the calculation gives -85323.086 eV.